C43H40ClN7O4V as an isolated structure, computed with ωB97M-V/def2-TZVPD.

## Properties
- total charge = -1
- calculated total energy (Eh) = -3751.14055
- gap between HOMO and LUMO (spin up / spin down) (eV) = 3.60 / 3.59
- LUMO (spin up / spin down) (eV) = 1.1 / 1.1
- energy relative to the best compared isomer or geometry (same formula, charge and spin) (kcal/mol) = 0.0
- 2S+1 = 3
- <S²> = 2.014

Geometry as XYZ:
```
96
Properties=species:S:1:pos:R:3:forces:R:3:mulliken_charge:R:1
V 0.405403 -1.075410 0.125104 -0.256 0.080 0.429 0.1369
C 1.829240 -3.240501 -3.261887 0.028 -0.047 0.047 -0.5358
O 3.091165 -2.587510 -3.331679 -0.039 0.125 -0.007 -0.5256
C 3.735019 -2.216487 -2.183524 0.036 -0.066 -0.026 -0.1932
C 5.115687 -2.223553 -2.232711 -0.040 0.001 0.036 -0.5289
C 5.885884 -1.821047 -1.143257 -0.004 0.001 -0.008 -0.8233
C 5.258614 -1.422682 0.013872 -0.024 0.008 0.004 -1.0793
C 3.861115 -1.397841 0.089857 -0.007 -0.054 -0.065 1.0921
C 3.245098 -0.994302 1.329131 -0.016 0.047 0.095 -0.8449
N 1.980061 -0.928455 1.541249 -0.047 -0.131 -0.173 1.3431
N 1.607431 -0.579232 2.833499 -0.009 0.050 0.152 -1.2914
C 0.340026 -0.298771 2.840176 0.033 -0.084 -0.061 0.7019
O -0.407146 -0.336218 1.783090 0.082 -0.110 -0.317 -0.7164
C -0.298025 0.069989 4.128887 -0.039 0.102 0.001 0.3604
C 0.471306 0.357900 5.253238 0.008 -0.013 0.014 -0.4016
C -0.142345 0.708462 6.444224 -0.023 0.000 -0.002 -0.7186
C -1.528408 0.773534 6.523955 0.012 -0.005 -0.024 -0.3741
C -2.296685 0.489612 5.404133 0.002 0.004 0.021 -0.8553
C -1.684410 0.142400 4.209028 0.019 0.016 -0.021 -0.1995
C 3.077656 -1.770078 -1.017017 0.070 -0.018 -0.054 1.1126
O 1.765634 -1.706040 -0.981207 -0.037 0.068 -0.052 -0.4432
H 1.708323 -3.733405 -4.226120 -0.008 -0.011 0.019 0.3019
H 1.012693 -2.538640 -3.099911 0.013 0.015 -0.004 0.0498
H 1.814329 -3.989664 -2.466129 -0.001 0.014 0.002 0.2996
H 5.579382 -2.544726 -3.156296 0.009 -0.005 -0.016 0.4564
H 6.964835 -1.824110 -1.213920 0.013 0.002 0.001 0.3714
H 5.832590 -1.103216 0.874955 0.006 -0.001 0.008 0.3875
H 3.901037 -0.750611 2.163529 -0.029 -0.002 -0.020 0.2974
H 1.547823 0.306148 5.172593 0.018 -0.001 -0.002 0.4695
H 0.460481 0.937497 7.313527 0.014 0.000 0.013 0.3794
H -2.006513 1.049295 7.455333 -0.006 0.004 0.011 0.3865
H -3.376181 0.543402 5.460312 -0.023 -0.001 -0.002 0.3901
H -2.266947 -0.069177 3.322952 -0.009 -0.007 -0.019 0.4759
N -8.169546 -6.439065 -2.030759 0.038 0.021 0.009 -0.5580
C -7.208398 -5.847520 -1.810567 -0.121 -0.062 -0.024 -0.0761
C -6.008495 -5.109034 -1.536107 0.142 0.083 0.039 0.5932
C -5.910753 -4.342272 -0.375990 -0.061 -0.041 -0.014 -0.8835
C -4.749586 -3.638808 -0.113550 0.046 0.019 -0.001 0.0739
C -3.678940 -3.685324 -1.002112 -0.062 -0.039 -0.015 -0.0456
C -3.784441 -4.449846 -2.160039 0.007 0.007 0.011 0.1005
C -4.940025 -5.161577 -2.428836 -0.025 -0.025 -0.021 -0.8796
C -2.429824 -2.930567 -0.709808 0.068 0.054 0.037 0.8974
C -1.604149 -3.454524 0.293830 -0.082 -0.051 -0.065 -0.2588
C -1.814479 -4.646101 1.034424 0.060 0.019 0.021 -0.6076
C -0.724736 -4.793961 1.866567 -0.026 -0.022 0.009 -1.5118
C 0.117418 -3.693703 1.608814 0.006 0.015 -0.028 -0.5501
N -0.395401 -2.901448 0.673521 0.183 0.201 -0.013 1.2713
C -2.183179 -1.798422 -1.470993 -0.076 -0.065 0.011 -0.2835
C -2.943015 -1.318018 -2.574515 0.057 0.041 -0.005 -0.7722
C -2.264788 -0.238952 -3.087674 -0.050 -0.005 -0.017 -1.7132
C -1.122198 -0.062338 -2.274583 -0.038 -0.020 0.075 0.1276
N -1.072787 -0.975245 -1.311919 0.166 0.005 0.056 1.1217
H -6.745440 -4.303834 0.310931 0.008 0.005 0.003 0.4323
H -4.662215 -3.043130 0.785533 -0.007 0.000 0.008 0.5407
H -2.948990 -4.485355 -2.846819 0.001 -0.006 -0.007 0.5283
H -5.021131 -5.761049 -3.325456 0.004 0.003 -0.002 0.4367
H -2.662892 -5.304372 0.942660 -0.015 -0.012 -0.006 0.5578
H -0.537871 -5.585546 2.573185 0.003 -0.007 0.009 0.4448
H 1.063278 -3.453637 2.072603 0.001 0.000 0.000 0.5438
H -3.867912 -1.741637 -2.931205 -0.010 -0.004 -0.006 0.5950
H -2.538350 0.371368 -3.932140 -0.002 0.014 -0.008 0.4705
H -0.362531 0.700262 -2.350270 -0.001 0.009 0.000 -0.0126
C -1.033454 3.005142 2.163072 0.024 0.000 0.051 -0.6297
N -1.031432 3.879297 1.014229 -0.008 -0.040 0.004 0.3942
C -1.332155 5.267235 1.265734 0.038 0.009 -0.026 -1.2125
C -0.881611 3.339337 -0.233595 0.154 -0.033 -0.232 0.4171
O -0.968202 2.135977 -0.451739 -0.232 0.070 0.156 -0.4387
N -0.635775 4.254304 -1.258034 0.143 -0.125 0.142 0.1213
C -0.639542 3.641044 -2.579860 -0.042 0.038 -0.067 -0.8397
C 0.496148 5.173223 -1.043895 -0.102 0.046 -0.098 -1.3760
H -1.983943 3.079837 2.701943 -0.015 -0.015 0.006 0.4272
H -0.225539 3.268614 2.853268 -0.007 -0.005 -0.004 0.3966
H -0.897888 1.986790 1.823122 0.027 -0.118 -0.006 -0.4464
H -2.102361 5.323182 2.040040 -0.005 0.008 -0.008 0.3704
H -1.714500 5.736214 0.362929 0.007 0.022 -0.018 0.4245
H -0.458565 5.827499 1.615212 -0.005 0.012 -0.002 0.2737
H -1.541045 3.042557 -2.700729 0.007 0.004 -0.008 0.3031
H 0.235336 3.003732 -2.743903 -0.068 0.049 0.012 0.1060
H -0.641846 4.437935 -3.324158 0.002 0.004 -0.013 0.3888
H 0.163744 6.181464 -0.792194 -0.023 0.050 -0.006 0.3593
H 1.088529 5.226065 -1.957635 0.005 -0.026 0.061 0.4492
H 1.160632 4.805563 -0.265337 -0.010 0.014 0.053 0.4077
Cl 2.273643 1.281897 -2.818882 0.028 0.008 -0.019 -0.2217
C 2.899297 2.773363 -2.115011 0.067 0.018 -0.147 0.8686
C 3.282831 3.775161 -2.976517 0.053 -0.037 0.056 -0.4120
C 3.840596 4.959837 -2.496294 0.012 -0.003 -0.088 -0.7286
C 4.026831 5.065219 -1.111531 -0.015 -0.071 0.066 -0.3287
C 3.637492 4.068682 -0.251361 0.039 0.084 -0.023 -0.8441
C 2.993533 2.855119 -0.688083 -0.089 0.005 0.111 0.6407
C 2.514316 1.900316 0.178588 0.023 0.069 0.005 -0.6984
H 3.155955 3.616845 -4.040816 -0.004 0.006 -0.027 0.3630
H 4.154517 5.741962 -3.173497 -0.006 0.010 -0.014 0.3306
H 4.488325 5.957231 -0.700294 0.013 0.020 0.005 0.3185
H 3.786506 4.194304 0.816124 0.009 -0.006 0.017 0.3243
H 2.004033 1.039072 -0.220457 0.010 -0.181 0.000 -0.8184
H 2.572801 2.023070 1.251849 0.006 -0.005 0.025 0.2463
```
Positions in Å, forces in eV/Å.

=====

A 8-piece molecular cluster, C13H42N6O8 overall, computed with ωB97M-V/def2-TZVPD.

## Properties
- calculated total energy (Eh) = -1451.02656
- gap between HOMO and LUMO (eV) = 10.05
- LUMO (eV) = 0.6
- energy relative to the best compared isomer or geometry (same formula, charge and spin) (kcal/mol) = 11.0
- structure (SMILES) = NC(N)=O.NC(N)=O.NC(N)=O.CCO.CCO.CCO.CCO.CCO

Geometry as XYZ:
```
69
Properties=species:S:1:pos:R:3:forces:R:3:mulliken_charge:R:1
N -1.400973 -0.768689 1.441362 0.076 -1.657 0.819 -0.1270
C -0.471815 -1.750351 1.072118 -0.451 2.200 -2.022 0.4494
N 0.332188 -1.278458 0.080933 -1.095 3.219 0.328 -0.1242
O -0.440858 -2.895310 1.427201 -0.343 -1.713 1.560 -0.7714
H -2.175885 -1.173024 1.978495 0.238 0.740 -0.657 0.2627
H -1.552190 -0.084214 0.710345 -0.555 -0.070 0.435 0.0447
H 0.284830 -0.214852 0.021010 0.747 -1.953 -0.212 0.0555
H 1.219320 -1.685517 -0.024062 1.226 -0.665 -0.446 0.1719
N 0.004071 -5.492814 0.163584 -1.423 0.393 -0.796 -0.3183
C -0.616227 -5.594434 -1.074249 0.678 1.720 0.577 0.5010
N -1.532640 -4.585362 -1.279703 -0.677 -0.670 -0.746 -0.3047
O -0.318380 -6.344963 -1.991658 0.175 -0.689 0.555 -0.6786
H 0.748037 -6.116509 0.321066 0.762 -0.483 0.299 0.2054
H -0.158428 -4.672262 0.773965 0.263 -0.783 -0.570 0.3553
H -1.719170 -3.937378 -0.540905 -0.317 0.058 0.245 0.1333
H -2.278479 -4.841255 -1.934418 0.596 0.513 0.517 0.2232
N 2.566099 -4.892171 -1.462998 0.067 -0.350 -0.240 -0.4211
C 2.242616 -3.669240 -1.968306 -1.001 -2.479 -1.384 0.5827
N 1.542391 -3.600887 -3.144225 0.536 1.743 -0.227 -0.3090
O 2.582086 -2.674911 -1.409347 1.089 2.771 1.903 -0.8032
H 2.884787 -4.956066 -0.499131 -0.184 0.261 -0.673 0.2196
H 2.249081 -5.728580 -1.921553 -0.193 -0.076 0.131 0.2362
H 1.098443 -4.358496 -3.601069 -0.275 -0.687 -0.124 0.1880
H 1.455435 -2.646474 -3.557747 0.012 -1.503 0.752 0.2087
C -3.071196 3.940122 3.422617 -2.271 0.775 -0.732 -1.1443
C -3.731168 3.200743 2.159631 0.473 1.725 2.058 -0.1343
O -3.268320 1.887394 2.089324 0.267 -0.817 -1.199 -0.4994
H -3.519299 3.753801 4.450236 0.532 -0.232 -1.412 0.2642
H -3.305828 5.004082 3.179353 0.214 -0.468 0.528 0.3769
H -2.001323 3.881456 3.438004 0.570 -0.392 -0.010 0.2968
H -3.503750 3.868606 1.308698 0.316 -0.800 -0.071 0.2056
H -4.820626 3.238500 2.260593 -0.038 -0.112 0.130 0.3549
H -3.296432 1.606647 1.142991 0.068 0.375 0.728 0.3362
C -3.366507 1.662834 -2.925639 -0.982 -0.315 -1.526 -1.2137
C -2.670362 2.616165 -2.031583 1.545 -1.096 1.709 -0.0329
O -2.544918 1.941014 -0.700583 0.448 0.708 -0.797 -0.4881
H -3.184047 0.605166 -2.677429 0.198 0.551 0.053 0.2919
H -3.065351 1.824517 -3.988691 -0.241 -0.106 0.720 0.3378
H -4.429656 1.834907 -2.873734 -0.559 -0.221 -0.090 0.3086
H -3.154698 3.593740 -1.847881 0.315 -0.506 -0.472 0.2916
H -1.659418 2.674990 -2.473824 -0.203 0.738 0.670 0.2249
H -1.614015 2.042537 -0.409490 -0.290 0.207 -0.043 0.2403
C 4.880004 -1.380601 -3.494475 -2.381 2.199 -1.815 -1.0511
C 3.926452 -0.114741 -3.263248 1.410 -1.589 -1.770 -0.3403
O 3.219380 -0.175524 -2.081189 -0.395 -0.719 0.498 -0.4521
H 4.232377 -2.228185 -3.542608 -0.323 -0.832 -0.025 0.2239
H 5.567356 -1.503998 -2.737659 1.648 -0.177 1.618 0.3329
H 5.337667 -1.257326 -4.487708 0.141 -0.116 0.417 0.3698
H 3.326559 -0.070029 -4.214934 -0.162 0.042 0.884 0.2235
H 4.532972 0.769946 -3.277222 0.356 0.640 0.126 0.3499
H 3.123168 -1.135790 -1.853833 -0.312 0.878 -0.041 0.4160
C 1.357719 1.284490 4.683460 -1.831 0.268 0.918 -1.2817
C 0.303616 0.679479 3.783335 0.114 -1.090 0.176 -0.0734
O -0.341464 1.758036 3.104067 -0.867 -0.531 0.045 -0.4380
H 1.916372 0.604594 5.313139 -0.068 -0.402 0.006 0.3928
H 0.714608 1.933335 5.326234 1.190 0.036 -0.179 0.2512
H 2.049676 1.832334 4.078245 0.342 0.613 -0.218 0.2779
H -0.498221 0.117510 4.283857 0.463 0.161 0.491 0.4283
H 0.746360 -0.088267 3.138800 -0.041 0.457 -0.604 0.1277
H -1.300170 1.570569 3.217710 0.645 0.548 -0.648 0.1924
C 0.498015 4.465105 0.526686 -0.228 0.980 -0.436 -0.7959
C 1.217102 3.137399 0.307462 -0.877 -0.151 1.292 -0.4052
O 0.169085 2.125381 0.467829 1.334 0.048 -3.181 -0.2001
H 1.167103 5.341161 0.424724 -0.166 -0.406 -0.174 0.4040
H 0.134183 4.526133 1.579830 0.003 -0.273 -0.824 0.1442
H -0.368664 4.606578 -0.200273 1.066 -0.275 0.989 0.1287
H 2.008654 3.028218 1.065207 -0.421 -0.193 0.168 0.2528
H 1.787911 2.996413 -0.614374 -0.844 0.009 -0.303 0.3638
H -0.045246 1.962776 1.363634 -0.112 0.019 2.323 0.1611
```
Positions in Å, forces in eV/Å.

=====

One molecule with the formula C5H5NS, computed with ωB97M-V/def2-TZVPD.

## Properties
- calculated total energy (Eh) = -646.42733
- gap between HOMO and LUMO (eV) = 7.86
- LUMO (eV) = -0.6
- energy relative to the best compared isomer or geometry (same formula, charge and spin) (kcal/mol) = 16.0
- structure (SMILES) = C=C1C=CC(=S)N1

Geometry as XYZ:
```
12
Properties=species:S:1:pos:R:3:forces:R:3:mulliken_charge:R:1
C -1.816826 -0.807666 -0.017041 -3.273 -1.211 0.567 -0.8389
C -0.618375 -0.296502 -0.074736 0.965 -0.285 0.783 0.7619
C -0.380844 1.116525 -0.003475 -0.223 0.264 -0.259 -0.4343
C 0.945985 1.287898 -0.032654 1.039 1.757 -0.133 -0.4491
C 1.669294 -0.011536 -0.045779 -1.387 -0.054 -0.043 0.0040
S 3.272406 -0.343516 -0.006724 -0.399 0.123 0.044 -0.3325
N 0.626202 -0.922075 -0.082865 1.607 -2.919 0.478 -0.1622
H -2.047198 -1.894985 -0.064944 0.335 0.946 0.061 0.2661
H -2.704900 -0.130067 0.218106 1.407 -0.992 -0.703 0.1825
H -1.303279 1.728434 0.005097 1.281 0.205 -0.009 0.3194
H 1.509304 2.236696 -0.072622 -0.451 -0.698 0.146 0.3880
H 0.848235 -1.963209 0.177637 -0.903 2.866 -0.932 0.2951
```
Positions in Å, forces in eV/Å.

=====

One molecule with the formula C5H9NO, computed with ωB97M-V/def2-TZVPD.

## Properties
- calculated total energy (Eh) = -325.82739
- gap between HOMO and LUMO (eV) = 10.50
- LUMO (eV) = 1.1
- energy relative to the best compared isomer or geometry (same formula, charge and spin) (kcal/mol) = 69.1
- structure (SMILES) = C[C@H]1CC/C1=N\O

Geometry as XYZ:
```
16
Properties=species:S:1:pos:R:3:forces:R:3:mulliken_charge:R:1
C -1.587542 -1.210936 -0.245122 -0.032 -0.014 0.008 -1.4320
C -0.551465 -0.153349 -0.582946 -0.096 -0.054 -0.126 0.4987
C -0.754759 1.314607 -0.124382 -0.181 0.159 -0.015 -0.6980
C 0.726103 1.382166 0.352576 0.128 0.060 0.058 -0.3737
C 0.780666 -0.116020 0.119420 0.206 -0.447 -0.136 0.1458
N 1.551450 -1.107313 0.239094 -0.610 0.218 -0.198 -0.4962
O 2.793451 -0.823348 0.783392 0.159 -0.130 0.178 -0.3851
H -2.480961 -1.053143 -0.858554 0.054 -0.060 0.118 0.3689
H -1.884463 -1.175994 0.809154 0.099 0.048 -0.130 0.3384
H -1.204589 -2.215591 -0.455102 -0.033 0.185 0.031 0.3443
H -0.330411 -0.199423 -1.656904 -0.136 0.101 0.045 0.2308
H -1.057667 2.019439 -0.901584 0.056 -0.032 0.150 0.2882
H -1.455844 1.377909 0.713878 0.096 0.015 -0.120 0.2608
H 0.901483 1.747135 1.369616 -0.002 -0.174 -0.163 0.2845
H 1.392468 1.926830 -0.325768 -0.100 -0.089 0.087 0.2359
H 3.162073 -1.712969 0.763234 0.393 0.215 0.213 0.3887
```
Positions in Å, forces in eV/Å.